1.
26
Properties=species:S:1:pos:R:3:forces:R:3 method="wB97M-V/def2-TZVPD" homo_energy_ev=-8.94 energy_ev=-10628.48500 e_above_lowest_kj_mol=121.4 smiles=CCc1ccccc1.CC charge=0
C -1.9416 -2.7832 0.0586 -1.33 1.01 -1.01
C -1.6208 -1.9357 1.3058 -2.89 0.42 -0.51
C -0.3357 -1.1735 1.1423 0.90 -1.29 1.77
C -0.1645 0.0129 0.4454 1.17 0.33 0.67
C 1.0335 0.7396 0.5566 0.18 -1.42 2.10
C 2.0334 0.2661 1.4427 0.30 1.65 -1.78
C 1.9318 -0.9752 2.0347 0.53 1.74 0.11
C 0.7538 -1.6841 1.8849 0.89 -0.67 0.49
H -3.0413 -3.0095 -0.0584 1.12 0.03 0.40
H -1.3711 -3.6781 -0.1144 0.34 -0.49 0.50
H -1.7003 -2.1570 -0.8092 -0.14 -0.05 -0.04
H -2.5259 -1.1980 1.4266 1.72 -1.02 -0.33
H -1.7572 -2.5873 2.1963 0.92 0.60 -0.30
H -0.9578 0.4789 -0.0727 -0.96 0.18 -0.59
H 1.1293 1.7258 0.1780 -0.08 0.43 -0.36
H 2.9545 0.9015 1.5853 -1.12 -0.79 -0.06
H 2.7921 -1.0920 2.7006 -0.60 -1.33 -0.03
H 0.8062 -2.6531 2.4183 -1.02 0.52 -0.46
C 0.7185 1.9617 -2.3307 0.01 2.14 1.24
C -0.2336 3.1950 -2.2557 0.29 -0.47 -0.27
H 1.5059 2.0384 -1.5723 -0.30 -0.08 -0.21
H 0.1477 1.0797 -2.1593 -0.04 -0.91 -0.23
H 1.2666 2.0225 -3.2398 0.03 -0.53 -1.10
H -0.5833 3.4643 -1.2546 0.11 -0.33 0.02
H -1.1187 2.9612 -2.8628 0.19 0.40 0.07
H 0.2785 4.0791 -2.6462 -0.23 -0.07 -0.09


2.
26
Properties=species:S:1:pos:R:3:forces:R:3 method="wB97M-V/def2-TZVPD" homo_energy_ev=-9.01 energy_ev=-10628.21075 e_above_lowest_kj_mol=147.9 smiles=Cc1ccccc1.CCC charge=0
C -2.2971 0.2976 -0.0800 0.62 -0.20 1.70
C -1.1982 1.0821 0.6359 -0.07 -0.10 0.24
C -0.9685 0.7403 1.9605 0.91 1.47 -0.02
C 0.0060 1.4701 2.6556 -0.70 -0.19 0.08
C 0.6778 2.5489 2.0824 -1.19 -0.19 0.16
C 0.3078 3.0032 0.8208 0.19 0.02 -0.33
C -0.5088 2.1781 0.0742 -2.03 -1.22 -0.12
H -3.2858 0.4247 0.4247 0.78 -0.11 -0.45
H -1.9681 -0.7415 -0.0034 -0.48 -0.16 -0.05
H -2.3598 0.5153 -1.1050 -0.25 0.52 -1.39
H -1.6504 0.0897 2.4663 -0.01 -0.59 0.27
H 0.0692 1.3492 3.7332 0.39 -0.29 -0.13
H 1.2626 3.1146 2.7612 0.68 0.67 0.20
H 0.5188 4.0157 0.4518 0.48 -0.64 0.13
H -0.9397 2.3404 -0.9048 0.68 0.94 -0.32
C 0.4980 -2.9687 -0.6782 0.80 -1.30 0.50
C 0.6786 -1.7279 -1.5431 -0.64 0.26 -1.28
C 2.0703 -1.4077 -2.1469 -0.70 0.35 -1.02
H 0.0388 -2.8672 0.3086 -0.48 0.73 -0.27
H 0.0007 -3.8636 -1.1116 0.37 0.74 -0.21
H 1.4965 -3.3052 -0.3501 -0.10 -0.10 -0.42
H 0.4068 -0.8480 -0.9913 0.31 0.50 0.90
H -0.0761 -1.5678 -2.3426 0.24 -1.01 0.12
H 2.5853 -1.9940 -2.9146 -0.54 -1.39 0.54
H 2.7770 -1.2947 -1.3212 0.09 0.82 -0.40
H 1.8583 -0.5836 -2.8821 0.62 0.44 1.57


3.
26
Properties=species:S:1:pos:R:3:forces:R:3 method="wB97M-V/def2-TZVPD" homo_energy_ev=-9.03 energy_ev=-10628.29190 e_above_lowest_kj_mol=140.1 smiles=Cc1ccccc1.CCC charge=0
C 1.3421 2.3756 -0.5475 1.41 0.62 -1.08
C 0.9134 1.4837 0.5657 -1.16 -0.40 0.17
C 1.5658 0.4244 1.1934 -1.49 0.41 0.70
C 0.7642 -0.1692 2.2248 3.95 -1.64 0.15
C -0.3791 0.2652 2.7604 -2.49 0.91 -0.73
C -1.0866 1.2103 1.9927 -0.07 -0.18 1.17
C -0.4517 1.7317 0.9185 1.48 0.98 -0.62
H 0.8339 2.1092 -1.4984 0.44 -0.14 0.45
H 2.4384 2.3335 -0.6840 -0.46 -0.11 -0.24
H 1.1162 3.4631 -0.4382 -0.03 -0.83 0.48
H 2.6023 0.0285 1.0782 -1.06 0.64 -0.35
H 1.2844 -1.0125 2.6718 -0.19 -0.02 0.39
H -0.9085 -0.0856 3.6388 0.59 -0.55 0.00
H -2.0647 1.5143 2.3624 0.13 0.17 -0.47
H -0.7963 2.5593 0.3299 -1.05 0.15 0.00
C -1.5838 -2.1508 -0.8059 1.01 -3.10 0.49
C -0.9924 -1.3250 -1.9338 -1.10 0.73 0.72
C 0.5371 -1.3223 -1.9137 -0.07 -0.04 -0.91
H -0.8159 -2.4205 -0.0629 -0.24 0.67 0.20
H -1.8298 -3.2039 -1.1351 0.29 0.88 -0.31
H -2.4926 -1.9286 -0.2975 -0.59 1.18 0.27
H -1.5177 -1.7527 -2.8015 0.96 0.54 -0.43
H -1.3258 -0.2638 -1.8448 0.13 -0.66 -0.07
H 0.9813 -0.9483 -0.9969 -0.45 -0.12 0.43
H 0.9774 -2.3036 -2.1173 -0.11 0.08 -0.05
H 0.8883 -0.6120 -2.6592 0.18 -0.16 -0.38


4.
26
Properties=species:S:1:pos:R:3:forces:R:3 method="wB97M-V/def2-TZVPD" homo_energy_ev=-9.08 energy_ev=-10629.30117 e_above_lowest_kj_mol=42.7 smiles=Cc1ccccc1.CCC charge=0
C 0.5382 -2.7272 -0.2751 0.10 -0.62 0.67
C 1.1829 -1.4219 0.0876 0.14 0.04 -0.68
C 1.8711 -0.7061 -0.8891 -0.16 0.90 -0.13
C 2.2044 0.6292 -0.6749 -0.02 -0.16 -0.05
C 1.9115 1.2556 0.5299 0.70 0.06 -0.17
C 1.4276 0.4907 1.5745 -0.59 -0.41 -0.25
C 1.0616 -0.8335 1.3308 -0.34 0.14 0.63
H 0.8660 -3.0397 -1.2608 -0.09 -0.12 -0.12
H -0.5582 -2.7219 -0.2381 0.18 0.42 -0.21
H 0.7940 -3.5137 0.4425 0.23 0.01 -0.09
H 2.0761 -1.0906 -1.8791 -0.14 -0.38 0.04
H 2.6729 1.1953 -1.4734 -0.05 -0.04 0.05
H 2.1553 2.3085 0.6187 -0.12 -0.06 0.27
H 1.1820 0.9070 2.5389 0.21 0.18 0.11
H 0.5768 -1.3897 2.1281 0.02 0.01 -0.03
C -1.9956 0.1664 0.2124 -0.21 -0.03 -0.55
C -2.9421 0.6867 -0.8624 -0.39 -0.01 0.56
C -3.1701 2.2064 -0.7137 0.41 -0.27 -1.17
H -2.4775 0.3466 1.1738 0.37 0.03 0.19
H -1.8372 -0.9037 0.0955 0.05 -0.09 0.10
H -1.0303 0.6620 0.1320 0.07 0.04 0.29
H -3.8811 0.1633 -0.7023 -0.28 -0.05 -0.19
H -2.6117 0.4095 -1.8641 0.13 0.14 0.02
H -2.5423 2.6177 0.0722 -0.27 0.08 0.28
H -4.2192 2.4801 -0.6204 0.05 -0.01 0.38
H -2.8319 2.6810 -1.6375 0.00 0.21 0.04